1.
The molecule C3H5Cl2N3 in a non-equilibrium geometry, computed with ωB97M-V/def2-TZVPD.

XYZ file:
```
13
Properties=species:S:1:pos:R:3:forces:R:3
Cl 1.70096 2.28708 1.63214 -0.622 -0.445 -0.372
Cl -0.48588 1.87236 -1.62742 0.038 -0.416 -0.282
N 0.74516 1.29211 0.51119 -1.287 1.734 -0.252
N -0.35430 1.84014 0.09170 -0.193 -1.215 0.924
N -1.56866 -0.27636 0.59576 0.604 0.094 0.499
C 0.59630 -1.00495 -0.14015 -0.029 0.520 -0.272
C -0.88664 -1.12255 -0.30378 0.972 -0.587 -0.745
C 1.28314 0.07636 0.20072 -2.292 0.886 0.408
H 1.25580 -1.82690 -0.26634 0.077 -0.978 -0.449
H -2.58905 -0.24143 0.49928 0.448 0.035 -0.731
H -0.96670 -2.30026 -0.19148 -1.044 2.153 -0.314
H -0.98310 -0.78947 -1.42834 -0.365 -0.870 1.261
H 2.25298 0.19388 0.42671 3.694 -0.912 0.326
```
Positions in Å, forces in eV/Å.

The total energy comes out at -1201.68357 Eh. The value obtained for the relative energy (zero: lowest compared OMol25 entry of this formula, charge and spin) is 5.769 eV.


2.
The molecule C2H3N3 in a non-equilibrium geometry, computed with ωB97M-V/def2-TZVPD.

XYZ file:
```
8
Properties=species:S:1:pos:R:3:forces:R:3
N -1.34533 0.72646 0.05375 -0.361 0.761 0.167
N -1.39108 -0.62200 0.05778 -0.563 -1.401 0.261
N 0.69706 -0.06185 0.01559 3.344 1.545 -0.696
C -0.18281 -1.10501 0.02150 0.785 -0.757 0.475
C -0.10090 1.05958 0.06845 2.491 1.876 -1.623
H 0.41140 2.09805 -0.15445 -1.566 -2.189 0.897
H 0.13134 -2.16613 0.18825 -0.543 1.248 -0.565
H 1.78032 0.07089 -0.25087 -3.587 -1.081 1.083
```
Positions in Å, forces in eV/Å.

The total energy comes out at -242.23745 Eh. The value obtained for the relative energy (zero: lowest compared OMol25 entry of this formula, charge and spin) is 0.959 eV.


3.
The molecule C6H10, computed with ωB97M-V/def2-TZVPD.

XYZ file:
```
16
Properties=species:S:1:pos:R:3:forces:R:3
C -0.07895 1.20203 -0.17104 0.116 -0.103 0.043
C -1.51638 -0.64944 0.24212 -0.051 -0.039 0.016
C -1.53492 0.80793 -0.26513 -0.039 0.020 -0.001
C 2.21120 0.13489 0.13585 0.053 0.023 -0.015
C 0.72186 0.14653 -0.01367 -0.100 0.127 -0.012
C -0.08380 -1.13730 -0.03281 0.012 -0.050 0.015
H 2.49340 -0.25603 1.12245 -0.048 0.041 -0.153
H -1.89565 0.87192 -1.30236 0.067 -0.008 0.125
H 0.26259 -1.88182 0.69452 -0.031 0.137 -0.079
H -2.28407 -1.28094 -0.21547 0.104 0.105 0.048
H -1.68692 -0.65090 1.32506 0.009 0.003 -0.148
H 2.64065 1.13636 0.03303 -0.092 -0.141 0.006
H -2.18982 1.44968 0.33591 0.094 -0.089 -0.098
H 0.26211 2.23173 -0.25334 -0.025 -0.159 0.040
H -0.00144 -1.60420 -1.02642 0.008 0.042 0.134
H 2.68012 -0.52043 -0.60871 -0.075 0.089 0.080
```
Positions in Å, forces in eV/Å.

The total energy comes out at -234.60247 Eh. The value obtained for the relative energy (zero: lowest compared OMol25 entry of this formula, charge and spin) is 0.001 eV.


4.
A structure of composition C30H33AgClF9O5P2 in a non-equilibrium geometry, computed with ωB97M-V/def2-TZVPD.

XYZ file:
```
81
Properties=species:S:1:pos:R:3:forces:R:3
Ag -0.24625 -0.25628 -1.03832 1.048 -3.220 -2.197
Cl -1.28866 -1.92719 0.14795 2.102 -5.307 0.800
P 1.87182 -0.96235 -0.05355 -0.278 -0.081 -0.427
P -2.86085 0.57980 0.10799 -1.478 1.810 0.110
F -0.59434 3.62052 -2.86963 0.804 -0.255 0.320
F 2.98974 2.57749 -1.08649 0.092 -0.128 -0.711
F 0.76921 3.92052 -1.20488 -0.045 -0.279 -0.605
F 1.89188 2.93413 -4.94817 -0.125 -0.243 -0.466
F 1.85308 0.79560 -4.64258 -0.381 0.624 0.432
F 3.48339 1.15423 -2.65222 -0.554 0.502 0.264
F 3.41487 3.26924 -3.08872 0.495 -0.178 0.341
F -0.00417 1.91885 -4.74168 0.678 -0.035 0.494
F 1.34051 4.52381 -3.19937 -0.369 0.382 0.286
O 0.68019 1.18569 -2.05699 2.800 4.426 -3.117
O -1.49107 1.08935 -0.26565 -3.251 2.541 1.926
O -2.68085 -0.61342 1.19129 -2.412 2.157 0.960
O -3.95174 1.50868 0.57460 0.923 -0.245 -0.244
O -3.42003 -0.32099 -1.11901 0.210 -0.224 0.732
C -0.01620 -2.90561 0.80647 -0.059 -0.496 -0.829
C 0.71351 3.53819 -2.50819 -1.535 1.839 0.443
C 6.51149 -1.03604 0.11316 -0.012 0.043 0.071
C 4.41628 -1.63496 -0.92891 0.259 0.006 0.111
C 5.81332 -1.67895 -0.90379 -0.419 0.064 0.131
C 1.33905 0.30207 1.15037 0.324 0.455 1.039
C -3.86849 -0.78802 -3.38054 0.310 -0.334 0.006
C 2.77917 2.28886 -2.39803 2.241 -0.241 0.488
C 4.41510 -0.30357 1.07425 0.421 -0.005 -0.043
C 3.68956 -0.95364 0.06531 0.667 -0.379 0.550
C 1.31073 2.16710 -2.75031 -0.890 -1.418 0.954
C 1.34579 -2.53109 0.74838 0.459 -0.319 0.647
C 0.66567 2.61512 1.53862 0.343 -0.398 0.301
C 1.15352 0.05426 2.51961 1.414 0.186 0.516
C -5.48471 0.53658 -2.02339 -0.310 0.246 0.386
C 5.81323 -0.34686 1.10017 -0.286 -0.036 -0.244
C -3.99789 0.27011 -2.27560 -0.433 -0.035 -1.123
C 1.87745 -4.61643 1.92465 0.163 0.225 -0.190
C 0.53241 -4.95993 1.97199 -0.048 0.251 -0.112
C 0.48606 2.34858 2.89260 1.463 0.666 0.215
C 2.27819 -3.41942 1.32008 -0.453 -0.323 0.236
C 0.73071 1.06909 3.38351 3.033 0.522 0.430
C -1.78525 -1.60976 3.12500 0.273 -0.213 -0.121
C -3.79049 -0.13867 3.27899 -0.453 0.193 -0.055
C 1.26251 1.95524 -4.24963 -0.538 -1.137 -2.337
C -2.44974 -0.34289 2.56771 -0.254 0.034 1.067
C -0.41333 -4.10570 1.41348 0.407 -0.179 0.011
C 1.08872 1.60073 0.67535 0.167 0.480 0.518
C -1.51634 0.84660 2.81195 -2.050 -0.552 -1.141
C -3.28553 1.54595 -2.73452 0.350 0.239 0.236
H 3.89657 -2.14597 -1.73797 -0.091 0.179 0.159
H -5.99883 0.84367 -2.94055 0.156 -0.096 -0.067
H 3.34337 -3.20127 1.31640 -0.187 0.205 -0.105
H -1.46553 -4.37797 1.45120 0.158 0.221 -0.115
H -1.29083 0.96368 3.87760 -0.646 -0.345 -0.281
H -4.31102 -0.44935 -4.32333 -0.058 0.119 0.135
H 6.35279 -2.21381 -1.68113 -0.090 0.065 0.069
H -4.28126 0.78444 2.95737 0.203 -0.070 -0.154
H -1.58383 -1.52624 4.19817 -0.109 0.153 -0.050
H -5.63284 1.32696 -1.28199 0.211 -0.067 -0.007
H -0.57036 0.71982 2.27442 -2.866 -0.379 -0.327
H 1.21613 1.83548 -0.37985 -0.388 -0.460 0.809
H 2.62412 -5.27844 2.35753 -0.061 0.104 -0.062
H -0.49869 -1.13847 -2.51669 -0.261 -0.803 -1.116
H -2.21489 1.36669 -2.88046 -0.146 -0.118 0.024
H -3.70160 1.91707 -3.67757 -0.106 -0.209 0.050
H -0.83849 -1.80994 2.60994 -0.338 0.203 0.503
H 0.47271 3.61146 1.14934 -0.016 -0.232 0.011
H -5.98049 -0.35817 -1.62973 0.145 -0.018 -0.129
H -2.81544 -1.03350 -3.56124 -0.036 0.180 0.165
H -3.66443 -0.08428 4.36568 0.160 -0.096 -0.024
H 0.22029 -5.88973 2.44039 -0.008 0.105 -0.047
H 1.34040 -0.92984 2.94162 -0.015 0.016 -0.162
H -4.35759 -1.72386 -3.08555 -0.076 0.142 0.073
H 3.91379 0.25020 1.86314 -0.175 -0.119 -0.161
H -2.41884 -2.48914 2.95963 -0.016 0.129 0.014
H 6.35387 0.16338 1.89332 -0.073 -0.046 -0.077
H 0.15321 3.13564 3.56385 -0.036 -0.093 -0.040
H -3.37917 2.34857 -1.99592 -0.049 -0.130 0.007
H -1.95948 1.78570 2.46507 -0.177 -0.110 0.010
H -4.48275 -0.95687 3.04979 0.165 -0.038 0.025
H 0.59031 0.85618 4.44001 0.108 -0.029 -0.178
H 7.59755 -1.06674 0.13420 -0.091 0.007 -0.009
```
Positions in Å, forces in eV/Å.

As for the total charge: -2. The total energy comes out at -3727.78682 Eh. The value obtained for the relative energy (zero: lowest compared OMol25 entry of this formula, charge and spin) is 0.000 eV.


Question: Which formula does entry 1 have?
Answer: C3H5Cl2N3